Entry 1:
DFT (wB97M-V/def2-TZVPD) results for a molecular structure, C37H31P2S3SbSiW in a non-equilibrium geometry.

The HOMO energy (alpha / beta) is -16.57 / -16.61 eV. For the HOMO-LUMO gap (alpha / beta), the calculation gives 6.14 / 5.31 eV. As for the expectation value of S²: 0.768. The value obtained for the energy above the lowest of the compared OMol25 structures with the same formula, charge and spin is 9.1 kcal/mol. For the lowest unoccupied orbital energy (alpha / beta), the calculation gives -10.43 / -11.31 eV.

The geometry in ORCA input format:
```
! wB97M-V def2-TZVPD RIJCOSX def2/J DEFGRID3
* xyz 3 2
W -0.91793 1.08946 -0.48452
C -2.11131 1.69211 3.25234
Si -0.81856 0.93247 2.20762
C -0.73950 -0.87363 2.54628
C -0.33223 -1.32321 3.81084
C -0.49903 -2.65567 4.15895
C -1.08745 -3.54773 3.26446
C -1.48447 -3.11913 2.00942
C -1.28706 -1.78488 1.65159
P -1.72464 -1.21364 0.01103
C -0.48493 -1.93379 -1.10591
C 0.77909 -2.25333 -0.58878
C 1.72703 -2.86776 -1.39001
C 1.42757 -3.17072 -2.71184
C 0.17427 -2.86047 -3.23935
C -0.77592 -2.24330 -2.44580
C -3.35650 -1.78175 -0.40007
C -4.44231 -1.02051 0.03089
C -5.72832 -1.50830 -0.13267
C -5.92478 -2.74932 -0.72588
C -4.84115 -3.50550 -1.15752
C -3.54766 -3.02934 -0.99409
C 0.77066 1.88497 2.33467
C 0.95476 2.63078 3.50663
C 2.15656 3.28963 3.73724
C 3.17995 3.24534 2.79692
C 3.01367 2.53386 1.61910
C 1.81055 1.87334 1.38496
P 1.56969 0.94449 -0.11767
C 3.15505 0.41007 -0.75109
C 3.83204 1.12195 -1.74137
C 5.13152 0.75344 -2.06193
C 5.74257 -0.30670 -1.40205
C 5.06325 -1.01110 -0.41279
C 3.76568 -0.65711 -0.08495
C 0.95765 2.13283 -1.40140
C 0.63568 3.48633 -1.11753
C 0.29686 4.34560 -2.14372
C 0.27881 3.88645 -3.45951
C 0.57478 2.55981 -3.76780
C 0.89229 1.68102 -2.75340
H -1.95563 1.36296 4.28561
H -3.10794 1.35877 2.95317
H -2.08332 2.78312 3.21903
H 0.10315 -0.63723 4.53343
H -0.18870 -2.99968 5.13874
H -1.23683 -4.58109 3.55111
H -1.93778 -3.82070 1.31822
H 0.99594 -2.06214 0.45531
H 2.69382 -3.13231 -0.97958
H 2.16493 -3.66784 -3.33151
H -0.06339 -3.11768 -4.26412
H -1.75554 -2.03869 -2.85654
H -4.28818 -0.05214 0.49355
H -6.57701 -0.92560 0.20277
H -6.93024 -3.13152 -0.85282
H -5.00257 -4.46969 -1.62194
H -2.70723 -3.62789 -1.32717
H 0.17710 2.67719 4.26138
H 2.29867 3.83199 4.66359
H 4.11084 3.76585 2.98293
H 3.81725 2.49716 0.89215
H 3.37914 1.96256 -2.24787
H 5.67043 1.30420 -2.82281
H 6.75969 -0.58034 -1.65417
H 5.54737 -1.83038 0.10457
H 3.24231 -1.19734 0.69772
H 0.74871 3.85875 -0.10969
H 0.08314 5.38387 -1.92478
H 0.05128 4.58016 -4.26043
H 0.57266 2.22171 -4.79630
H 1.16889 0.65916 -2.98417
S -5.56750 2.08546 -1.37464
Sb -3.69786 2.94085 -2.02923
S -2.15380 0.78273 -2.35501
S -2.11805 2.73872 0.30824
*
```

Entry 2:
DFT (wB97M-V/def2-TZVPD) results for C23H23NO4 in the gas phase in a non-equilibrium geometry.

The HOMO energy is -7.55 eV. For the HOMO-LUMO gap, the calculation gives 8.14 eV. The value obtained for the energy above the lowest of the compared OMol25 structures with the same formula, charge and spin is 51.9 kcal/mol. For the lowest unoccupied orbital energy, the calculation gives 0.59 eV.

The geometry in ORCA input format:
```
! wB97M-V def2-TZVPD RIJCOSX def2/J DEFGRID3
* xyz 0 1
C 2.46829 -6.10459 -4.63570
O 2.86250 -5.52293 -3.42410
C 2.00504 -4.74138 -2.71535
C 2.59975 -4.09370 -1.55697
C 1.85391 -3.11887 -0.94917
C 0.60860 -2.72030 -1.38718
C -0.10176 -1.68351 -0.61421
C 0.34954 -0.86867 0.40176
C -0.46845 0.01619 1.20551
N 0.09999 1.33832 1.41745
C 0.19877 2.10207 0.29564
O -0.23318 1.70696 -0.78951
C 0.93588 3.40363 0.49365
C 0.67395 4.16583 1.80932
C 1.66652 5.33280 1.95923
C -0.69328 4.82343 1.94190
C 0.97668 3.13967 2.91299
C 0.18575 1.82681 2.76161
O -0.29814 1.21993 3.73017
C -1.87349 -0.01542 0.73436
C -2.89884 0.65079 1.46302
C -4.24503 0.50983 1.05799
C -4.59654 -0.38686 0.02841
C -3.61052 -1.01407 -0.71370
C -2.23776 -0.76206 -0.35602
O -1.38680 -1.58633 -1.01984
C -0.01624 -3.47247 -2.38755
C 0.66080 -4.49017 -3.08177
H 3.37875 -6.61931 -4.95730
H 1.66750 -6.81976 -4.48785
H 2.18682 -5.35877 -5.37011
H 3.61333 -4.37874 -1.29753
H 2.27925 -2.64294 0.00938
H 1.39900 -0.82530 0.58393
H -0.28888 -0.08866 2.34459
H 0.80333 4.00966 -0.39511
H 2.01552 3.19400 0.42824
H 2.73168 5.03059 1.92003
H 1.47639 6.05465 1.14351
H 1.47929 5.83677 2.93179
H -1.53770 4.14706 1.90731
H -0.71261 5.37464 2.89394
H -0.78940 5.56232 1.13967
H 2.05255 2.88409 2.90936
H 0.85062 3.49385 3.93328
H -2.67132 1.29062 2.29463
H -5.05740 1.03456 1.59423
H -5.65035 -0.66192 -0.16691
H -3.80783 -1.82293 -1.42286
H -1.08002 -3.31929 -2.62996
H 0.17556 -5.03013 -3.88818
*
```

Entry 3:
DFT (wB97M-V/def2-TZVPD) results for a molecular structure, C28H39CdN5O11P2S2.

The HOMO energy is -1.68 eV. For the HOMO-LUMO gap, the calculation gives 5.55 eV. The value obtained for the energy above the lowest of the compared OMol25 structures with the same formula, charge and spin is 51.2 kcal/mol. For the lowest unoccupied orbital energy, the calculation gives 3.87 eV.

The geometry in ORCA input format:
```
! wB97M-V def2-TZVPD RIJCOSX def2/J DEFGRID3
* xyz -2 1
Cd 1.81450 -0.99813 1.52202
C -0.39121 -1.02746 -3.42706
C -1.49035 -1.89378 -2.82634
C -1.05870 -3.34341 -2.65408
O -2.01692 -1.30357 -1.63448
P -1.29379 -1.46610 -0.13857
O 0.14238 -1.64014 -0.46058
C -1.99049 0.12047 0.39726
P -1.33323 1.56367 -0.45551
O 0.11830 1.59689 -0.58629
O -2.05459 1.64369 -1.88037
C -3.46861 1.84231 -2.01326
C -3.97164 0.86130 -3.05368
C -3.72392 3.28958 -2.39360
O -2.03298 2.81034 0.24207
C -2.25135 3.15949 1.62299
C -1.03795 2.86301 2.47809
C -3.52930 2.52690 2.14442
O -2.11622 -2.75254 0.31568
C -3.46258 -2.93620 0.76243
C -3.80374 -2.16593 2.02717
C -4.45730 -2.67560 -0.35813
H -0.16840 -1.36498 -4.44472
H 0.50873 -1.08124 -2.81865
H -0.71300 0.01350 -3.46365
H -2.34510 -1.88233 -3.51979
H -0.23600 -3.43098 -1.94606
H -0.72894 -3.72796 -3.62437
H -1.87858 -3.96563 -2.29736
H -1.80787 0.22723 1.46203
H -3.06608 0.08836 0.20566
H -3.95307 1.63052 -1.05265
H -3.48515 1.05059 -4.01243
H -5.05060 0.97706 -3.18454
H -3.75070 -0.15861 -2.74672
H -3.24300 3.50554 -3.34935
H -3.31367 3.95724 -1.63839
H -4.79529 3.47784 -2.49316
H -2.39766 4.24281 1.57261
H -0.91359 1.79858 2.67844
H -1.14032 3.36903 3.44025
H -0.11976 3.19528 1.99904
H -3.43717 1.44536 2.21803
H -4.37761 2.76761 1.50057
H -3.73691 2.90684 3.14603
H -3.47424 -4.00204 1.01042
H -3.91387 -1.09635 1.83833
H -3.04322 -2.31418 2.79174
H -4.76581 -2.53106 2.39653
H -4.46305 -1.62361 -0.65123
H -5.45952 -2.94781 -0.01840
H -4.21238 -3.26381 -1.24135
O -0.05995 -4.80695 1.55428
C 0.37417 -3.69999 1.85677
O 1.56700 -3.27540 1.64855
C -0.55756 -2.67650 2.56705
O -1.13168 -2.98298 3.60257
O -0.65704 -1.50565 1.99353
S 4.21092 -1.19280 2.74162
C 4.42295 0.50973 2.96364
C 5.72486 1.02655 3.03362
C 5.99871 2.37064 3.23468
C 7.36068 2.80983 3.30009
N 8.46085 3.15011 3.34359
C 4.93220 3.27505 3.36464
C 3.63316 2.78511 3.28890
C 3.33967 1.43383 3.10394
S 1.65774 0.96812 3.09344
C 5.15051 4.67324 3.56751
N 5.32704 5.80060 3.73294
H 6.55006 0.33486 2.92699
H 2.80890 3.48121 3.37541
C 4.53484 1.38816 -2.62583
N 3.99384 0.09957 -2.24143
C 3.97560 -0.96107 -3.08001
C 3.47983 -2.15350 -2.69901
C 2.94631 -2.24383 -1.35940
N 2.89905 -1.18441 -0.57228
C 3.44825 0.01072 -0.93851
O 3.48212 0.98885 -0.22449
N 2.51267 -3.41065 -0.89887
H 4.82762 1.34218 -3.67467
H 5.39810 1.63687 -2.00855
H 3.78421 2.16307 -2.47756
H 4.39116 -0.79433 -4.06639
H 3.48178 -3.00374 -3.36312
H 2.50704 -4.20595 -1.50862
H 2.11594 -3.48812 0.05792
*
```